P) {"formula": "C5H11N", "method": "ωB97M-V/def2-TZVPD", "smiles": "CC1(C)CNC1", "gap_ev": 10.5, "symbols": ["C", "C", "C", "C", "N", "C", "H", "H", "H", "H", "H", "H", "H", "H", "H", "H", "H"], "coordinates": [[0.528, 1.523, -0.003], [0.206, 0.031, 0.066], [1.485, -0.847, 0.042], [-0.780, -0.271, -1.019], [-1.896, 0.104, -0.064], [-0.976, -0.276, 1.048], [0.936, 1.828, 1.047], [-0.383, 2.248, -0.205], [1.287, 1.651, -0.765], [1.234, -1.924, -0.450], [2.362, -0.450, -0.553], [1.877, -0.977, 1.159], [-0.817, 0.346, -1.898], [-0.583, -1.207, -1.499], [-2.568, -0.708, -0.116], [-0.927, -1.390, 1.210], [-0.985, 0.320, 1.998]]}

***

Q) {"formula": "C5H11N", "method": "ωB97M-V/def2-TZVPD", "smiles": "C/C=C(\\C)NC", "gap_ev": 8.0, "symbols": ["C", "C", "C", "C", "N", "C", "H", "H", "H", "H", "H", "H", "H", "H", "H", "H", "H"], "coordinates": [[1.425, 2.079, -0.615], [1.123, 0.541, -0.716], [0.461, -0.323, 0.189], [-0.118, 0.035, 1.616], [-0.208, -1.342, -0.457], [-1.638, -1.834, -0.244], [2.431, 2.258, -0.217], [0.692, 2.417, 0.148], [1.094, 2.664, -1.569], [1.387, 0.126, -1.730], [0.729, 0.659, 1.985], [-0.948, 0.816, 1.564], [-0.368, -0.965, 2.199], [0.029, -1.262, -1.460], [-2.023, -2.627, -0.925], [-2.288, -1.070, -0.541], [-1.779, -2.171, 0.773]]}

***

R) {"formula": "C5H11N", "method": "ωB97M-V/def2-TZVPD", "smiles": "C/C=C/CCN", "gap_ev": 9.9, "symbols": ["C", "C", "C", "C", "C", "N", "H", "H", "H", "H", "H", "H", "H", "H", "H", "H", "H"], "coordinates": [[1.091, 1.378, -2.172], [-0.170, 0.774, -1.606], [-0.204, -0.192, -0.673], [-1.070, -0.026, 0.558], [-0.289, -0.292, 1.859], [0.486, -1.535, 1.829], [0.858, 1.775, -3.166], [1.310, 2.262, -1.576], [1.951, 0.719, -2.248], [-1.002, 1.476, -1.547], [0.601, -0.912, -0.780], [-1.950, -0.671, 0.551], [-1.372, 1.019, 0.584], [0.405, 0.520, 2.074], [-1.040, -0.348, 2.647], [0.165, -2.196, 2.517], [0.581, -1.963, 0.925]]}

***

Stability verdict: R), ahead by 63.3 kJ/mol

***

P) {"formula": "C5H11N", "method": "ωB97M-V/def2-TZVPD", "gap_ev": 5.6, "symbols": ["C", "C", "C", "C", "C", "N", "H", "H", "H", "H", "H", "H", "H", "H", "H", "H", "H"], "coordinates": [[-1.112, -0.541, 1.480], [-1.517, -0.363, -0.017], [-0.428, -0.738, -1.036], [0.858, 0.079, -1.163], [1.046, 1.058, -0.285], [2.246, 1.751, -0.258], [-0.058, -0.982, 1.339], [-1.107, 0.334, 2.108], [-1.890, -1.212, 1.787], [-1.870, 0.659, 0.003], [-2.433, -0.858, -0.307], [-0.933, -0.733, -2.012], [-0.041, -1.761, -0.856], [1.328, -0.036, -2.128], [0.880, -0.922, 1.189], [2.838, 1.507, 0.529], [2.194, 2.757, -0.374]]}

***

Q) {"formula": "C5H11N", "method": "ωB97M-V/def2-TZVPD", "smiles": "C[C@@H]1CCCN1", "gap_ev": 9.8, "symbols": ["C", "C", "C", "C", "C", "N", "H", "H", "H", "H", "H", "H", "H", "H", "H", "H", "H"], "coordinates": [[0.172, 0.495, 1.921], [0.343, 0.851, 0.431], [-0.955, 0.643, -0.372], [-0.714, -0.582, -1.336], [0.577, -1.187, -0.748], [1.318, -0.141, -0.094], [-0.805, 0.945, 2.170], [0.928, 0.870, 2.612], [0.035, -0.577, 1.971], [0.623, 1.899, 0.250], [-1.883, 0.440, 0.152], [-1.044, 1.402, -1.140], [-1.504, -1.311, -1.188], [-0.461, -0.337, -2.369], [1.144, -1.701, -1.523], [0.222, -1.932, 0.008], [2.004, 0.222, -0.744]]}

***

Stability verdict: Q), ahead by 697.6 kJ/mol

***

P) {"formula": "C2H3NS2", "method": "ωB97M-V/def2-TZVPD", "gap_ev": 9.5, "symbols": ["C", "C", "N", "S", "S", "H", "H", "H"], "coordinates": [[-2.176, 0.176, 0.157], [1.599, -0.351, 0.126], [0.454, 0.041, -0.093], [-2.054, 1.735, 0.051], [-2.523, -1.342, 0.103], [2.452, 0.044, -0.358], [1.776, -0.865, 1.064], [0.472, 0.562, -1.051]]}

***

Q) {"formula": "C2H3NS2", "method": "ωB97M-V/def2-TZVPD", "smiles": "N=C=S.C=S", "gap_ev": 8.4, "symbols": ["N", "C", "S", "H", "C", "S", "H", "H"], "coordinates": [[2.955, 0.876, -1.131], [3.466, 0.459, -0.108], [4.098, -0.566, 0.881], [3.001, 1.740, -1.463], [1.140, -1.663, -0.841], [0.333, -0.879, 0.341], [0.799, -2.585, -1.168], [2.147, -1.383, -1.187]]}

***

Stability verdict: P), ahead by 45.6 kJ/mol

***

P) {"formula": "C8H16NO", "method": "ωB97M-V/def2-TZVPD", "smiles": "C=CC(=O)C(C)(C)[NH+](C)C", "gap_ev": 9.7, "total_charge": 1, "symbols": ["C", "C", "C", "O", "C", "C", "C", "N", "C", "C", "H", "H", "H", "H", "H", "H", "H", "H", "H", "H", "H", "H", "H", "H", "H", "H"], "coordinates": [[2.580, -1.915, -1.769], [1.907, -0.806, -1.453], [1.078, -0.839, -0.276], [1.014, -1.668, 0.577], [-0.096, 0.606, -0.046], [-0.612, 1.000, -1.421], [0.811, 1.675, 0.542], [-1.240, 0.296, 0.864], [-2.106, -0.793, 0.375], [-0.866, 0.044, 2.270], [3.216, -1.974, -2.634], [2.500, -2.804, -1.160], [1.957, 0.089, -2.048], [-1.418, 1.732, -1.351], [-0.958, 0.146, -1.998], [0.184, 1.467, -1.992], [1.564, 1.945, -0.195], [0.264, 2.584, 0.796], [1.345, 1.321, 1.420], [-1.808, 1.155, 0.855], [-2.996, -0.857, 0.997], [-2.416, -0.607, -0.649], [-1.570, -1.737, 0.426], [-0.224, -0.834, 2.322], [-0.346, 0.903, 2.688], [-1.765, -0.129, 2.860]]}

***

Q) {"formula": "C8H16NO", "method": "ωB97M-V/def2-TZVPD", "gap_ev": [9.2, 7.7], "total_charge": 1, "symbols": ["C", "C", "C", "C", "C", "C", "C", "C", "N", "O", "H", "H", "H", "H", "H", "H", "H", "H", "H", "H", "H", "H", "H", "H", "H", "H"], "coordinates": [[-1.839, 0.031, 2.297], [-2.621, 0.934, 1.281], [-0.417, -0.073, 1.586], [-2.143, 0.500, -0.057], [-0.796, -0.208, 0.125], [2.186, -1.176, -1.116], [0.224, 0.277, -0.837], [3.513, -0.598, -1.403], [1.002, -0.725, -1.804], [0.795, 1.524, -0.767], [-1.827, 0.626, 3.238], [-2.180, -0.958, 2.207], [-3.770, 0.921, 1.386], [-2.384, 2.007, 1.387], [0.250, 0.891, 1.710], [-0.006, -0.973, 2.073], [-2.770, -0.267, -0.596], [-1.984, 1.369, -0.791], [-1.045, -1.307, -0.125], [2.060, -1.863, -0.396], [4.208, -1.463, -1.539], [4.052, -0.003, -0.655], [3.354, 0.034, -2.386], [1.456, -0.090, -2.484], [0.434, -1.496, -2.164], [0.248, 2.084, -0.171]]}

***

Stability verdict: P), ahead by 345.0 kJ/mol

***

P) {"formula": "C5H10N2", "method": "ωB97M-V/def2-TZVPD", "smiles": "C[C@H]1N[C@H]1C1=CN1.[H][H]", "gap_ev": 9.3, "symbols": ["C", "C", "N", "C", "C", "C", "N", "H", "H", "H", "H", "H", "H", "H", "H", "H", "H"], "coordinates": [[1.120, -0.661, 1.499], [0.487, -1.538, 0.448], [-0.947, -1.789, 0.398], [-0.316, -1.036, -0.706], [-0.754, 0.345, -0.843], [-1.376, 1.324, -1.379], [-0.707, 1.617, -0.070], [1.056, -1.145, 2.481], [0.653, 0.325, 1.555], [2.181, -0.512, 1.270], [1.046, -2.452, 0.243], [-1.434, -1.120, 0.995], [-0.256, -1.576, -1.649], [-2.019, 1.784, -2.102], [-1.368, 1.590, 0.712], [1.414, 1.381, -1.549], [0.870, 1.786, -1.850]]}

***

Q) {"formula": "C5H10N2", "method": "ωB97M-V/def2-TZVPD", "smiles": "C[C@H]1N[C@H]1[C@H]1CN1", "gap_ev": 10.4, "symbols": ["C", "C", "N", "C", "C", "C", "N", "H", "H", "H", "H", "H", "H", "H", "H", "H", "H"], "coordinates": [[0.189, 1.062, -1.788], [-1.056, 0.509, -1.135], [-1.161, -0.928, -0.856], [-1.120, 0.012, 0.263], [0.003, 0.102, 1.256], [0.512, -1.111, 1.940], [1.361, -0.366, 1.010], [0.136, 0.899, -2.871], [1.102, 0.584, -1.420], [0.293, 2.138, -1.617], [-1.979, 0.927, -1.539], [-0.250, -1.362, -1.003], [-2.089, 0.094, 0.757], [-0.030, 1.023, 1.838], [0.819, -1.070, 2.982], [0.113, -2.072, 1.616], [1.428, -0.864, 0.126]]}

***

Stability verdict: Q), ahead by 327.4 kJ/mol

***

P) {"formula": "C4H11N2", "method": "ωB97M-V/def2-TZVPD", "smiles": "C=[NH+]CCCN", "gap_ev": 9.8, "total_charge": 1, "symbols": ["C", "N", "C", "C", "C", "N", "H", "H", "H", "H", "H", "H", "H", "H", "H", "H", "H"], "coordinates": [[-0.851, -2.297, -0.191], [-0.532, -1.115, 0.241], [-1.257, 0.092, -0.178], [-0.446, 1.308, 0.079], [1.064, 1.267, -0.253], [1.640, 0.070, 0.364], [-1.422, -2.425, -1.109], [-0.718, -3.028, 0.602], [0.489, -0.934, 0.547], [-2.264, 0.035, 0.262], [-1.459, -0.095, -1.266], [-0.417, 1.452, 1.166], [-0.921, 2.227, -0.296], [1.560, 2.165, 0.096], [1.069, 1.283, -1.343], [2.548, -0.111, -0.064], [1.917, 0.107, 1.343]]}

***

Q) {"formula": "C4H11N2", "method": "ωB97M-V/def2-TZVPD", "gap_ev": 11.1, "total_charge": 1, "symbols": ["C", "C", "C", "C", "N", "N", "H", "H", "H", "H", "H", "H", "H", "H", "H", "H", "H"], "coordinates": [[0.285, -0.702, -0.322], [0.151, 0.627, 0.328], [-0.434, -1.900, 0.340], [1.139, 1.630, 0.007], [-0.862, 0.830, 1.132], [-0.381, -0.011, -1.417], [1.261, -0.996, -0.652], [-1.484, -1.648, 0.514], [-0.008, -1.784, 1.382], [-0.213, -2.705, -0.372], [0.759, 2.588, -0.575], [2.047, 1.233, -0.510], [1.414, 2.056, 1.022], [-1.639, 0.123, 1.239], [-1.137, 1.681, 1.704], [0.231, -0.030, -2.239], [-1.301, -0.343, -1.686]]}

***

Stability verdict: Q), ahead by 50.4 kJ/mol

***

P) {"formula": "C4H11N2", "method": "ωB97M-V/def2-TZVPD", "gap_ev": 7.5, "total_charge": 1, "symbols": ["C", "C", "N", "H", "H", "H", "H", "H", "C", "C", "N", "H", "H", "H", "H", "H", "H"], "coordinates": [[-0.184, -1.019, 1.922], [-1.229, -0.166, 1.644], [-2.108, -0.295, 0.596], [-0.173, -1.974, 1.460], [0.628, -0.694, 2.551], [-1.476, 0.634, 2.358], [-1.873, -0.979, -0.097], [-2.367, 0.627, 0.214], [0.981, -0.301, -1.986], [1.088, 1.522, -0.478], [1.031, 0.260, -0.628], [-0.010, -0.843, -2.173], [1.776, -1.085, -2.051], [1.130, 0.464, -2.731], [1.254, 2.150, -1.343], [0.933, 1.935, 0.527], [0.600, -0.235, 0.215]]}

***

Q) {"formula": "C4H11N2", "method": "ωB97M-V/def2-TZVPD", "smiles": "CC/C([NH3+])=C/N", "gap_ev": 10.7, "total_charge": 1, "symbols": ["C", "C", "C", "N", "C", "N", "H", "H", "H", "H", "H", "H", "H", "H", "H", "H", "H"], "coordinates": [[0.734, 0.450, -2.294], [-0.105, 1.016, -1.151], [-0.072, 0.134, 0.076], [1.121, 0.285, 0.947], [-1.043, -0.642, 0.530], [-0.948, -1.251, 1.811], [0.250, -0.481, -2.594], [1.731, 0.123, -1.968], [0.918, 1.047, -3.183], [0.062, 2.041, -0.812], [-1.147, 0.923, -1.459], [1.644, -0.568, 1.156], [1.657, 1.065, 0.550], [0.918, 0.602, 1.906], [-1.891, -0.895, -0.099], [-1.169, -2.228, 1.697], [-1.595, -0.893, 2.502]]}

***

R) {"formula": "C4H11N2", "method": "ωB97M-V/def2-TZVPD", "smiles": "C=C(N)CC[NH3+]", "gap_ev": 8.6, "total_charge": 1, "symbols": ["C", "C", "N", "C", "C", "N", "H", "H", "H", "H", "H", "H", "H", "H", "H", "H", "H"], "coordinates": [[-0.857, 0.221, -1.987], [-0.065, 0.474, -0.950], [1.385, 0.423, -1.031], [-0.606, 0.670, 0.431], [-0.827, -0.508, 1.390], [0.613, -1.045, 1.618], [-0.441, 0.430, -2.918], [-1.802, -0.226, -1.786], [1.897, 0.956, -0.403], [1.856, 0.442, -2.031], [-1.645, 1.258, 0.318], [0.076, 1.396, 0.911], [-1.309, -0.227, 2.427], [-1.383, -1.400, 1.068], [0.793, -1.982, 2.212], [0.972, -1.176, 0.642], [1.124, -0.257, 2.154]]}

***

Stability verdict: Q), ahead by 94.2 kJ/mol

***

P) {"formula": "C4H11N2", "method": "ωB97M-V/def2-TZVPD", "smiles": "C=C(N)CC[NH3+]", "gap_ev": 9.5, "total_charge": 1, "symbols": ["C", "C", "N", "C", "C", "N", "H", "H", "H", "H", "H", "H", "H", "H", "H", "H", "H"], "coordinates": [[0.464, 2.309, 0.279], [0.324, 1.114, -0.302], [-0.622, 0.771, -1.320], [0.991, -0.094, 0.372], [0.032, -1.169, 0.924], [-0.892, -1.823, -0.091], [1.420, 2.476, 0.758], [-0.281, 3.085, 0.149], [-1.234, 1.547, -1.550], [-0.149, 0.513, -2.185], [1.586, -0.009, 1.302], [1.825, -0.347, -0.332], [-0.535, -0.760, 1.765], [0.436, -2.075, 1.390], [-1.125, -0.961, -0.753], [-1.780, -2.091, 0.319], [-0.461, -2.488, -0.726]]}

***

Q) {"formula": "C4H11N2", "method": "ωB97M-V/def2-TZVPD", "gap_ev": 11.9, "total_charge": 1, "symbols": ["C", "C", "C", "C", "N", "N", "H", "H", "H", "H", "H", "H", "H", "H", "H", "H", "H"], "coordinates": [[-1.172, 0.059, 0.061], [-2.445, -0.623, -0.359], [2.413, -0.503, -0.332], [1.640, 0.329, 0.529], [-1.361, 1.295, 0.567], [-0.004, -0.537, 0.110], [-2.612, -1.678, -0.076], [-2.446, -0.717, -1.481], [-3.198, -0.021, -0.022], [2.169, -1.572, -0.175], [2.130, -0.212, -1.306], [3.482, -0.228, -0.288], [1.418, 1.291, 0.095], [1.748, 0.207, 1.599], [-2.369, 1.605, 0.474], [-0.513, 1.847, 0.869], [0.183, -1.574, -0.080]]}

***

R) {"formula": "C4H11N2", "method": "ωB97M-V/def2-TZVPD", "gap_ev": 10.7, "total_charge": 1, "symbols": ["C", "C", "C", "C", "N", "N", "H", "H", "H", "H", "H", "H", "H", "H", "H", "H", "H"], "coordinates": [[0.719, -1.225, 0.998], [0.103, 0.047, 0.599], [-2.076, 0.458, 0.529], [0.483, 0.030, -1.834], [0.901, 0.088, 1.676], [0.770, 0.786, -0.573], [0.130, -2.089, 1.308], [1.752, -1.465, 0.498], [-2.058, 1.180, -0.238], [-2.221, 0.476, 1.559], [-2.471, -0.474, 0.337], [1.132, 0.566, -2.498], [0.564, -1.027, -1.739], [-0.544, 0.183, -2.082], [0.517, 0.125, 2.615], [0.553, 1.782, -0.703], [1.745, 0.559, -0.453]]}

***

S) {"formula": "C4H11N2", "method": "ωB97M-V/def2-TZVPD", "smiles": "NCC/C=C\\[NH3+]", "gap_ev": 10.7, "total_charge": 1, "symbols": ["N", "C", "C", "C", "C", "N", "H", "H", "H", "H", "H", "H", "H", "H", "H", "H", "H"], "coordinates": [[0.719, 1.332, 0.163], [-0.128, 0.945, 1.345], [-0.906, -0.359, 1.004], [-0.136, -1.331, 0.188], [-0.015, -1.392, -1.156], [0.299, -0.153, -1.874], [1.618, 1.258, 0.565], [0.608, 2.374, 0.365], [0.613, 0.833, 2.062], [-0.709, 1.789, 1.827], [-1.963, -0.353, 0.697], [-0.885, -0.951, 1.937], [-0.043, -2.266, 0.644], [0.027, -2.316, -1.810], [0.762, 0.466, -1.161], [0.708, -0.296, -2.752], [-0.569, 0.419, -2.045]]}

***

Stability verdict: Q), ahead by 12.0 kJ/mol